1.
Here is a molecular structure, C33H25AsIMnN8O9S from OMol25. Energies are from the ωB97M-V functional and the def2-TZVPD basis.

Values from the calculation:
Highest occupied orbital energy (spin up / spin down): -11.125 / -11.129 eV
Orbital gap (spin up / spin down): 6.0381 / 6.6102 eV
Lowest unoccupied orbital energy (spin up / spin down): -5.1 / -4.5 eV

```
! RIJCOSX wB97M-V def2-TZVPD def2/J DEFGRID3
* xyz 1 4
Mn -0.2470 -0.2391 0.1983
C 4.8224 0.3311 -1.8264
N 3.6871 -0.1012 -1.0066
C 2.5493 0.5251 -0.7625
N 1.7819 -0.2516 -0.0035
C 2.5231 -1.3952 0.1502
N 3.6816 -1.3268 -0.4412
C 4.6165 0.0392 -3.2921
C 5.5393 -0.7172 -3.9997
C 5.3548 -0.9556 -5.3569
C 4.2480 -0.4493 -6.0135
C 3.3186 0.3071 -5.3036
C 3.5088 0.5515 -3.9509
C 2.1402 0.8473 -5.9739
N 1.7951 0.7735 -7.2094
N 0.5809 1.4362 -7.3194
C 0.2899 1.8605 -6.1425
O 1.2343 1.5291 -5.2249
C -0.9004 2.5690 -5.6823
C -1.9623 2.7837 -6.5564
C -3.1230 3.3716 -6.0822
C -3.2288 3.7415 -4.7478
C -2.1592 3.5524 -3.8810
C -2.2736 4.0111 -2.4452
N -1.4399 3.2140 -1.5421
C -1.4579 1.9049 -1.3677
N -0.4619 1.5830 -0.5462
C 0.1166 2.7749 -0.2164
N -0.4466 3.7833 -0.8206
C -0.9939 2.9697 -4.3548
H 5.6866 -0.1992 -1.4358
H 4.9655 1.3966 -1.6450
H 2.3201 1.5165 -1.1130
H 2.1854 -2.2518 0.7066
H 6.4044 -1.1262 -3.4923
H 6.0785 -1.5473 -5.9004
H 4.0892 -0.6334 -7.0675
H 2.7789 1.1514 -3.4215
H -1.8766 2.4635 -7.5863
H -3.9605 3.5230 -6.7493
H -4.1515 4.1770 -4.3827
H -3.3053 3.9569 -2.1000
H -1.9286 5.0358 -2.3183
H -2.1472 1.2176 -1.8321
H 0.9315 2.8770 0.4812
H -0.1479 2.8136 -3.6969
O -4.0337 0.8186 1.6317
As -3.2761 -0.7465 1.4377
O -4.2899 -1.8767 0.9020
O -2.0464 -0.3235 0.2969
C -2.5928 -1.0879 3.2120
C -3.6314 -1.3500 4.0941
C -3.3757 -1.6510 5.4279
C -2.0754 -1.7045 5.8963
C -1.0206 -1.4608 5.0274
C -1.2878 -1.1567 3.7026
S 0.0958 -0.8737 2.6725
O 1.3023 -1.0914 3.3830
O -0.0974 -1.7369 1.4335
O -0.0596 0.4840 2.0378
H -4.9567 0.7490 1.3508
H -4.6560 -1.3363 3.7442
H -4.2030 -1.8502 6.0953
H -1.8728 -1.9421 6.9312
H 0.0046 -1.5113 5.3665
I -5.8272 0.2605 -5.4111
C -4.3161 -0.5117 -4.2043
C -3.0104 -0.0763 -4.3948
C -2.0053 -0.5570 -3.5709
C -2.3063 -1.4824 -2.5760
C -3.6102 -1.9388 -2.4120
C -4.6212 -1.4433 -3.2204
C -1.2857 -1.9683 -1.6183
O -1.2774 -3.0335 -1.0854
O -0.2794 -1.0470 -1.3773
H -2.7849 0.6339 -5.1775
H -0.9850 -0.2153 -3.7059
H -3.8350 -2.6413 -1.6201
H -5.6398 -1.7761 -3.0756
*
```

These are the Löwdin partial charges, in e, on atoms 1 to 4: number 1, Mn, carries 0.908; number 2, C, carries -0.049; number 3, N, carries -0.084; number 4, C, carries -0.090

2.
Here is CHNO2S in the gas phase in a non-equilibrium geometry from OMol25. Energies are from the ωB97M-V functional and the def2-TZVPD basis.

Values from the calculation:
Highest occupied orbital energy: -8.991 eV
Orbital gap: 8.8577 eV
Lowest unoccupied orbital energy: -0.1 eV

```
! RIJCOSX wB97M-V def2-TZVPD def2/J DEFGRID3
* xyz 0 1
C -0.8418 0.0512 -0.2832
N -0.6221 -0.7887 -1.0778
O -0.8492 -1.7282 -1.7614
O 0.7948 0.4339 1.4234
S -0.1570 1.3599 0.4766
H 1.6753 0.6720 1.2223
*
```

These are the natural (NBO) partial charges, in e, on atoms 1 to 4: number 1, C, carries -0.130; number 2, N, carries 0.218; number 3, O, carries -0.354; number 4, O, carries -0.829

3.
Here is a molecular structure, C12H56BrClNNbO16PS in a non-equilibrium geometry from OMol25. Energies are from the ωB97M-V functional and the def2-TZVPD basis.

Values from the calculation:
Highest occupied orbital energy: -4.626 eV
Orbital gap: 6.0892 eV
Lowest unoccupied orbital energy: 1.5 eV

```
! RIJCOSX wB97M-V def2-TZVPD def2/J DEFGRID3
* xyz -1 1
C 5.9461 0.1111 1.8064
C 5.2296 1.3917 2.2313
C 4.9327 2.2843 1.0484
O 5.6439 2.2683 0.0444
O 3.9273 3.1777 1.1731
C 2.5712 2.5814 1.1386
C 2.1472 2.2547 -0.2646
Nb 0.5289 0.7056 -0.6303
C 0.1758 1.8406 -2.5894
N -0.4175 0.9338 -3.5820
C -1.1939 1.8934 0.1955
C -0.9178 3.2192 0.9146
C -2.1025 4.1804 0.7253
Br -0.7670 2.8542 2.8509
P 2.2667 -0.6883 -1.9876
S 1.3388 -2.2306 -2.8962
C 0.9305 -0.3348 1.3886
Cl 2.6321 -0.8960 1.6588
C -0.0132 -1.5437 1.3483
C 0.1482 -2.6449 2.3750
H 5.5496 -0.2275 0.8563
H 5.7275 -0.6809 2.5163
H 7.0116 0.2591 1.7481
H 4.3409 1.1913 2.8168
H 5.8860 1.9801 2.8677
H 1.9638 3.3509 1.5953
H 2.5888 1.7333 1.8166
H 1.7681 3.1716 -0.7267
H 3.0107 1.9871 -0.8741
H -0.6961 -0.5721 -1.0699
H 1.1542 2.1474 -2.9560
H -0.4144 2.7434 -2.4330
H -0.9990 0.2359 -3.1344
H 0.3206 0.3969 -4.0226
H -1.7092 1.2305 0.8906
H -1.9095 2.0980 -0.5968
H -0.0447 3.7510 0.5626
H -3.0364 3.6420 0.6620
H -2.1318 4.8611 1.5739
H -1.9298 4.7993 -0.1458
H 3.3468 -1.2084 -1.2490
H 2.8971 0.0529 -3.0121
H 0.6328 0.2727 2.2421
H -1.0347 -1.1774 1.3275
H 0.1569 -2.0125 0.3794
H 0.1686 -2.2828 3.3977
H -0.7151 -3.2836 2.2485
H 1.0057 -3.2773 2.1774
O -0.9161 -5.1968 0.6474
H -1.8266 -5.4835 0.5168
H -0.3906 -5.8996 0.2573
O -4.4496 2.0692 2.9886
H -4.7922 2.8683 2.5806
H -3.6596 2.3652 3.4537
O -2.9711 -5.3494 -1.4172
H -3.7584 -5.8163 -1.7096
H -2.5380 -5.0865 -2.2355
O -2.4457 -2.4112 3.9811
H -3.2051 -2.9935 4.0818
H -2.8282 -1.5497 3.7845
O -4.7289 -3.0177 -2.1994
H -4.8765 -2.1892 -2.6658
H -4.0183 -2.8116 -1.5707
O -6.5893 -1.5266 -4.1996
H -7.3656 -2.0845 -4.0867
H -6.9314 -0.6445 -4.3893
O -0.9693 -3.6161 6.6796
H -1.3927 -3.0983 5.9824
H -0.2175 -3.0819 6.9465
O -3.3549 3.9461 -2.1202
H -4.2242 3.5382 -2.1403
H -2.7678 3.2796 -2.4978
O 1.9401 -0.5008 -5.4493
H 2.6248 -0.1966 -6.0516
H 2.1831 -1.4011 -5.1905
O 8.6638 1.3194 2.8512
H 8.3815 2.0537 2.2912
H 9.3232 1.7063 3.4370
O -5.5957 -2.8493 -6.5968
H -5.8594 -2.3083 -5.8337
H -5.6455 -2.2542 -7.3479
O -2.4670 -2.3347 -0.6514
H -1.7566 -2.0040 -1.2328
H -2.1886 -3.2351 -0.4356
O 6.7929 1.6565 5.3252
H 7.3562 1.7464 4.5442
H 7.3459 1.9239 6.0634
O -5.6077 1.2187 -4.4351
H -5.4493 1.4425 -3.5138
H -4.7404 1.2665 -4.8491
*
```

These are the Löwdin partial charges, in e, on atoms 1 to 4: number 1, C, carries -0.102; number 2, C, carries -0.165; number 3, C, carries -0.492; number 4, O, carries 0.083

4.
Here is a molecular structure, C16H16N7O4RhS2 in a non-equilibrium geometry from OMol25. Energies are from the ωB97M-V functional and the def2-TZVPD basis.

Values from the calculation:
Highest occupied orbital energy: -15.333 eV
Orbital gap: 6.9441 eV
Lowest unoccupied orbital energy: -8.4 eV

```
! RIJCOSX wB97M-V def2-TZVPD def2/J DEFGRID3
* xyz 2 1
Rh -0.3313 0.1974 0.4059
C 0.5111 5.2732 0.9689
C 0.2256 4.1753 1.9208
N 0.0866 4.2701 3.2010
N -0.1976 2.9985 3.6360
C -0.2367 2.1200 2.6516
S -0.5766 0.4362 2.6481
N 0.0371 2.8426 1.5525
N 0.0331 2.2437 0.2760
H 0.5854 6.2027 1.5272
H -0.2925 5.3665 0.2363
H 1.4547 5.1092 0.4446
H -0.3337 2.8293 4.6228
H 0.8587 2.5497 -0.2399
H -0.8309 2.5721 -0.2056
N 6.7883 -0.3966 0.6122
C 5.8836 -0.2294 -0.3729
O 6.1575 -0.0604 -1.5377
C 4.4121 -0.2221 0.0222
C 3.5103 -0.2900 -1.0340
C 2.1620 -0.2279 -0.7710
N 1.6906 -0.0896 0.4777
C 2.5452 -0.0451 1.5095
C 3.9121 -0.1119 1.3127
H 7.7608 -0.4255 0.3480
H 6.5482 -0.6635 1.5486
H 3.8816 -0.3899 -2.0451
H 1.4258 -0.2948 -1.5697
H 2.1150 0.0255 2.4976
H 4.5556 -0.0633 2.1804
O -2.6810 2.5574 -0.3701
C -2.9319 1.3851 -0.5295
N -1.8837 0.4614 -0.8204
S -2.4252 -1.0870 -0.7552
O -1.5450 -1.5256 0.4049
O -2.2992 -1.8498 -1.9405
C -4.0662 -0.7181 -0.3452
C -5.1111 -1.5925 -0.1238
C -6.3565 -1.0179 0.1026
C -6.5301 0.3653 0.0871
C -5.4638 1.2279 -0.1356
C -4.2155 0.6705 -0.3496
H -4.9766 -2.6653 -0.1377
H -7.2076 -1.6585 0.2895
H -7.5190 0.7709 0.2514
H -5.5969 2.3013 -0.1501
*
```

These are the natural (NBO) partial charges, in e, on atoms 1 to 4: number 1, Rh, carries 0.955; number 2, C, carries -0.683; number 3, C, carries 0.385; number 4, N, carries -0.184

5.
Here is a molecular structure, C4H13N3 in a non-equilibrium geometry from OMol25. Energies are from the ωB97M-V functional and the def2-TZVPD basis.

Values from the calculation:
Highest occupied orbital energy: -17.644 eV
Orbital gap: 9.5595 eV
Lowest unoccupied orbital energy: -8.1 eV

```
! RIJCOSX wB97M-V def2-TZVPD def2/J DEFGRID3
* xyz 2 1
C -1.9068 1.2601 0.4284
C -0.8176 0.1977 0.1180
C -0.1064 0.3438 -1.2234
N 3.7611 -1.1919 -0.1312
C 2.4482 -1.2505 -0.2269
N 1.5563 -0.5559 -0.8985
N -2.9298 0.5725 1.2915
H -1.4298 2.1165 0.8995
H -2.3210 1.5754 -0.5292
H -0.0353 0.1048 0.8630
H -1.3643 -0.7175 -0.1310
H 0.5138 1.2102 -1.4224
H -0.3187 -0.4165 -1.9606
H 4.2055 -1.2829 0.7722
H 4.3001 -0.6744 -0.8186
H 2.0726 -2.0696 0.3990
H 1.9137 -0.5066 -1.8600
H -3.5388 0.0166 0.6853
H -3.5740 1.2321 1.7443
H -2.4289 0.0362 2.0006
*
```

These are the natural (NBO) partial charges, in e, on atoms 1 to 4: number 1, C, carries -0.233; number 2, C, carries -0.504; number 3, C, carries 0.031; number 4, N, carries -0.713

6.
Here is C2H5N3O2S in the gas phase in a non-equilibrium geometry from OMol25. Energies are from the ωB97M-V functional and the def2-TZVPD basis.

Values from the calculation:
Highest occupied orbital energy: -9.219 eV
Orbital gap: 9.6254 eV
SMILES string: [H]/N=C(\NO)SC(N)=O
Lowest unoccupied orbital energy: 0.4 eV

```
! RIJCOSX wB97M-V def2-TZVPD def2/J DEFGRID3
* xyz 0 1
H -3.0033 -1.0877 -0.7068
N -2.1823 -1.5178 -0.2841
C -1.3708 -0.5857 -0.0053
N -1.6834 0.7636 -0.1911
O -1.0813 1.7275 0.7572
S 0.2262 -1.1673 0.5307
C 1.5287 0.0717 -0.0852
N 2.7240 -0.5240 0.0601
O 1.3598 1.2580 -0.4112
H -2.7523 0.9095 0.0117
H -0.1480 1.8139 0.2899
H 3.6964 -0.1472 -0.1122
H 2.6862 -1.5146 0.1464
*
```

These are the natural (NBO) partial charges, in e, on atoms 1 to 4: number 1, H, carries 0.337; number 2, N, carries -0.667; number 3, C, carries 0.272; number 4, N, carries -0.368

7.
Here is 2 unconnected molecules or ions with the total composition C9H11O3 in a non-equilibrium geometry from OMol25. Energies are from the ωB97M-V functional and the def2-TZVPD basis.

Values from the calculation:
Highest occupied orbital energy: -3.403 eV
Orbital gap: 7.0438 eV
Lowest unoccupied orbital energy: 3.6 eV

```
! RIJCOSX wB97M-V def2-TZVPD def2/J DEFGRID3
* xyz -1 1
C 3.1452 2.3367 -1.7418
C -0.0664 0.8469 0.7977
C 0.4655 0.1389 -0.3258
C 0.4925 2.1570 1.2593
C 1.5017 0.7306 -0.9709
C 1.5279 2.6267 0.4549
C 2.0057 1.9978 -0.7896
O -0.9145 0.2654 1.6892
H -1.2106 -0.9555 1.2488
H 0.0346 -0.8699 -0.5307
H 0.3836 2.4572 2.2710
H 2.0073 0.0883 -1.7192
H 2.1074 3.5305 0.6762
H 4.1720 2.3996 -1.4770
H 2.9695 3.3018 -2.2960
H 3.1713 1.6723 -2.6689
C -2.6726 -3.6758 0.0269
C -1.9027 -2.4041 -0.0994
O -1.2366 -2.0781 0.9770
O -1.8659 -1.7143 -1.0806
H -3.2524 -3.7257 -0.8656
H -3.1770 -3.6528 0.9802
H -2.0499 -4.5592 0.0281
*
```

These are the natural (NBO) partial charges, in e, on atoms 1 to 4: number 1, C, carries -0.615; number 2, C, carries 0.393; number 3, C, carries -0.346; number 4, C, carries -0.329

8.
Here is a molecular structure, C16H20BF5N8OTeV from OMol25. Energies are from the ωB97M-V functional and the def2-TZVPD basis.

Values from the calculation:
Highest occupied orbital energy (spin up / spin down): -14.832 / -14.835 eV
Orbital gap (spin up / spin down): 5.5141 / 6.1429 eV
Lowest unoccupied orbital energy (spin up / spin down): -9.3 / -8.7 eV

```
! RIJCOSX wB97M-V def2-TZVPD def2/J DEFGRID3
* xyz 2 2
V 0.7378 0.0434 1.3534
C -1.0879 -2.5384 3.1145
C -1.4422 -2.0855 1.7442
C -2.4274 -2.4952 0.8815
C -2.2886 -1.7172 -0.2767
N -1.2740 -0.8801 -0.1345
N -0.7271 -1.0944 1.1163
B -0.7116 0.1914 -1.1903
N 0.7660 -0.1985 -1.4468
C 1.4812 -0.4835 -2.5375
C 2.7894 -0.7559 -2.1637
C 2.8375 -0.6348 -0.7869
C 3.9833 -0.8194 0.1434
N 1.5990 -0.2847 -0.3550
N -0.6866 1.5700 -0.4477
C -1.0433 2.7935 -0.8333
C -0.7407 3.7022 0.1757
C -0.1703 2.9675 1.1964
C 0.3668 3.3994 2.5146
N -0.1394 1.6629 0.8067
N -1.5830 0.2164 -2.3775
C -2.8656 0.6972 -2.4614
C -3.4225 0.1809 -3.5917
C -2.4171 -0.6449 -4.1626
C -2.4946 -1.4556 -5.4123
N -1.3282 -0.6322 -3.4188
H -1.7704 -3.3185 3.4400
H -0.0737 -2.9413 3.1407
H -1.1514 -1.7138 3.8271
H -3.1621 -3.2619 1.0585
H -2.8655 -1.7239 -1.1903
H 0.9970 -0.4952 -3.4998
H 3.6066 -1.0172 -2.8133
H 4.8754 -1.0820 -0.4183
H 4.1903 0.0969 0.6983
H 3.7857 -1.6196 0.8579
H -1.4944 2.9534 -1.8000
H -0.9179 4.7638 0.1662
H 0.1395 4.4481 2.6856
H -0.0727 2.8189 3.3273
H 1.4520 3.2828 2.5493
H -3.2747 1.3635 -1.7183
H -4.4085 0.3720 -3.9799
H -3.3210 -1.1268 -6.0376
H -1.5696 -1.3771 -5.9803
H -2.6473 -2.5099 -5.1781
F 4.2459 -0.7242 3.4582
Te 2.8908 0.2013 4.2548
F 2.1418 -1.3654 4.8234
F 1.4454 1.1165 4.9111
F 3.5467 1.7632 3.5651
F 3.8182 0.4056 5.7957
O 1.8829 -0.0137 2.6068
*
```

These are the natural (NBO) partial charges, in e, on atoms 1 to 4: number 1, V, carries 1.662; number 2, C, carries -0.671; number 3, C, carries 0.255; number 4, C, carries -0.289